{"formula": "C6H11ClN4O2", "method": "the ωB97M-V functional and the def2-TZVPD basis", "spin_multiplicity": 1, "gap_ev": 9.3, "e_tot_ha": -1064.0642, "total_charge": 2, "symbols": ["Cl", "O", "O", "N", "N", "N", "N", "C", "C", "C", "C", "C", "C", "H", "H", "H", "H", "H", "H", "H", "H", "H", "H", "H"], "coordinates": [[4.586, 0.324, -1.250], [0.677, -0.994, 1.174], [1.742, -2.857, 0.573], [0.413, 1.470, 1.070], [-1.185, 0.040, 0.125], [1.702, -1.532, 0.515], [2.778, 1.469, 0.418], [2.909, 0.450, -0.589], [2.657, -1.010, -0.163], [1.700, 1.919, 1.099], [-2.613, -0.469, -1.759], [-2.045, -0.972, -0.376], [-0.136, 0.249, 0.705], [-2.964, -1.051, 0.347], [-0.162, 2.067, 1.736], [-3.288, -1.195, -2.169], [2.282, 0.670, -1.469], [3.655, 1.969, 0.299], [-3.120, 0.466, -1.705], [1.791, 2.911, 1.641], [-1.705, -0.511, -2.442], [-1.603, -2.029, -0.323], [1.206, -3.166, 1.370], [3.380, -1.839, -0.631]], "atomic_forces_ev_per_a": [[-0.7, 0.9, 0.6], [0.2, 0.5, 0.8], [-1.2, -1.3, 1.3], [1.8, 1.9, 2.4], [0.9, 1.4, 1.0], [0.7, 0.9, -0.7], [-1.2, 0.4, 0.8], [-0.6, -2.5, -1.1], [1.2, -1.3, -1.3], [0.3, 0.5, -1.4], [2.7, -1.9, -0.1], [-2.4, -1.3, 0.7], [-1.1, -2.1, -2.2], [1.7, 0.4, -1.0], [0.4, -1.2, -1.3], [-0.4, -0.5, 0.0], [0.0, 0.0, 0.3], [-0.2, 1.1, 1.3], [0.1, 0.8, 0.2], [0.3, -1.4, -0.6], [-1.3, 0.7, 0.5], [-0.3, 1.6, -0.5], [0.7, 0.5, -1.0], [-1.7, 2.0, 1.2]], "lowdin_charge": [0.782, 0.089, 0.155, 0.170, 0.166, -0.170, 0.090, -0.574, 0.032, 0.047, -0.049, -0.208, -0.233, 0.176, 0.222, 0.075, 0.145, 0.148, 0.072, 0.206, 0.097, 0.141, 0.212, 0.208]}

=====

{"formula": "C6H11ClS", "method": "the ωB97M-V functional and the def2-TZVPD basis", "spin_multiplicity": 1, "gap_ev": 9.2, "e_tot_ha": -1093.3838, "symbols": ["Cl", "S", "C", "C", "C", "C", "C", "C", "H", "H", "H", "H", "H", "H", "H", "H", "H", "H", "H"], "coordinates": [[2.876, -0.904, -0.600], [0.652, 1.725, -1.087], [-1.798, -1.218, -0.727], [-0.240, -0.104, 0.495], [-0.194, -1.168, -0.681], [-1.913, 0.099, 0.141], [2.253, 0.289, 0.628], [0.814, 1.038, 0.506], [-2.060, -1.903, 0.259], [0.397, -2.218, -0.853], [3.183, 0.950, 0.529], [0.615, 1.720, 1.390], [-2.613, 0.395, 1.081], [0.366, 3.153, -0.366], [-2.255, -1.382, -1.830], [2.254, -0.383, 1.675], [0.019, -0.605, 1.565], [-0.346, -0.548, -1.607], [-2.009, 1.065, -0.519]], "atomic_forces_ev_per_a": [[-0.9, 0.1, -0.1], [-0.4, 5.6, 0.6], [-0.5, -2.1, 3.7], [-0.7, -2.2, 2.4], [-2.3, -0.1, -1.9], [2.0, 3.4, -0.1], [1.0, -0.3, 2.9], [0.6, -3.0, 0.3], [-0.2, 0.3, -3.3], [-1.3, 3.1, 0.8], [-1.9, -0.2, 1.0], [0.6, -0.8, -1.2], [1.4, -1.7, -2.2], [0.7, -3.0, -2.3], [0.5, 0.3, 3.1], [0.1, 2.1, -2.7], [-1.4, 0.6, -2.3], [2.3, -0.4, 0.2], [0.4, -1.8, 1.1]], "lowdin_charge": [0.504, 0.720, -0.228, -0.378, -0.269, -0.170, -0.581, -0.764, 0.137, 0.135, 0.059, 0.122, 0.127, 0.032, 0.142, 0.122, 0.154, 0.056, 0.082]}

=====

{"formula": "C6H11FO", "method": "the ωB97M-V functional and the def2-TZVPD basis", "spin_multiplicity": 1, "gap_ev": 10.9, "e_tot_ha": -410.2963, "symbols": ["F", "O", "C", "C", "C", "C", "C", "C", "H", "H", "H", "H", "H", "H", "H", "H", "H", "H", "H"], "coordinates": [[0.007, -1.722, -0.328], [-0.898, 1.473, 0.031], [-2.399, -0.484, -0.400], [2.346, -0.281, -0.175], [-1.359, 0.190, 0.569], [-0.083, -0.692, 0.687], [0.413, 1.236, -0.504], [1.076, 0.325, 0.405], [0.351, 0.714, -1.496], [0.051, -1.117, 1.639], [2.786, -0.952, 0.533], [2.059, -0.772, -1.109], [3.037, 0.519, -0.325], [-3.315, 0.129, -0.355], [-1.981, -0.406, -1.388], [0.944, 2.174, -0.616], [1.365, 0.676, 1.384], [-2.626, -1.465, -0.086], [-1.774, 0.457, 1.535]], "atomic_forces_ev_per_a": [[-0.6, 1.0, 1.3], [0.2, -0.8, -0.1], [0.3, 2.7, 1.2], [-1.3, -0.1, -0.2], [0.3, -0.4, -1.5], [0.9, 1.1, -1.9], [-1.1, 1.0, -1.2], [0.3, -2.6, 1.2], [0.0, 0.6, 0.5], [-0.1, -1.1, 1.0], [0.3, -0.7, 0.2], [0.6, -0.1, 0.1], [0.6, 0.5, -0.4], [0.3, -0.3, -0.1], [0.0, -0.4, -0.5], [-0.2, 0.3, -0.2], [-0.3, 1.0, 0.3], [-0.1, -1.2, 0.1], [-0.1, -0.4, 0.2]], "lowdin_charge": [-0.046, -0.102, -0.013, -0.044, -0.262, -0.169, -0.195, -0.326, 0.147, 0.131, 0.076, 0.086, 0.074, 0.085, 0.075, 0.135, 0.146, 0.061, 0.141]}

=====

{"formula": "C6H11FO5", "method": "the ωB97M-V functional and the def2-TZVPD basis", "spin_multiplicity": 1, "gap_ev": 8.7, "e_tot_ha": -710.8688, "symbols": ["F", "O", "O", "O", "O", "O", "C", "C", "C", "C", "C", "C", "H", "H", "H", "H", "H", "H", "H", "H", "H", "H", "H"], "coordinates": [[-2.735, 1.294, 0.063], [0.097, -0.446, 1.847], [3.185, -0.005, -0.632], [-2.654, -1.868, -0.478], [-0.454, 1.713, -1.152], [-0.313, -1.439, -0.370], [0.750, -0.506, -0.735], [-0.503, 0.794, 1.084], [0.417, 1.009, -0.212], [-1.611, -0.886, -0.622], [-1.795, 0.213, 0.502], [2.091, -0.807, 0.266], [2.154, -0.034, 1.365], [-0.461, 1.889, 1.408], [-1.579, -0.447, -1.712], [-2.155, -0.238, 1.518], [1.303, 1.606, -0.046], [-0.305, -0.046, 2.811], [-3.173, -1.639, -1.884], [2.451, -2.163, 0.522], [0.435, 2.578, -1.565], [3.965, -0.086, -0.173], [0.891, -0.485, -1.805]], "atomic_forces_ev_per_a": [[1.6, -2.3, 1.0], [-3.7, 5.9, 4.3], [-4.8, -1.9, -0.1], [-0.6, 2.0, -6.1], [5.6, 4.0, -1.4], [0.1, 0.4, -1.0], [0.6, 1.0, 4.4], [2.9, -0.6, -3.8], [-1.7, -2.4, -0.3], [0.5, 1.2, -0.3], [-1.9, 1.0, 1.9], [2.3, 1.0, -0.5], [-0.6, -3.1, -3.6], [-0.8, -1.9, 1.1], [-0.2, -0.3, 2.2], [-0.6, 0.2, -2.3], [0.3, -0.5, 0.2], [2.0, -2.4, -3.3], [1.5, -1.4, 5.6], [-1.3, 4.6, -1.0], [-4.6, -3.9, 1.5], [2.9, -0.3, 1.7], [0.7, -0.3, -0.2]], "lowdin_charge": [-0.073, -0.151, -0.158, -0.086, -0.141, -0.099, -0.178, -0.188, -0.314, -0.403, -0.147, -0.055, 0.183, 0.178, 0.162, 0.174, 0.115, 0.197, 0.353, 0.205, 0.296, -0.009, 0.138]}

=====

{"formula": "C6H11I", "method": "the ωB97M-V functional and the def2-TZVPD basis", "spin_multiplicity": 1, "gap_ev": 9.7, "e_tot_ha": -532.7873, "symbols": ["I", "C", "C", "C", "C", "C", "C", "H", "H", "H", "H", "H", "H", "H", "H", "H", "H", "H"], "coordinates": [[0.906, -0.259, 2.795], [1.790, 1.564, 0.428], [-0.586, -0.098, -0.110], [2.029, -0.926, 0.065], [1.215, 0.147, 0.711], [-3.090, -0.331, -0.364], [-1.780, -0.125, 0.476], [-0.467, -0.214, -1.125], [2.204, 1.479, -0.549], [1.476, -1.881, -0.166], [-2.229, -0.002, 1.457], [-2.895, -0.124, -1.401], [2.407, 1.890, 1.296], [1.091, 2.289, 0.289], [2.978, -1.170, 0.551], [-3.431, -1.291, -0.249], [2.363, -0.751, -0.975], [-3.826, 0.450, 0.061]], "atomic_forces_ev_per_a": [[0.1, 0.1, -0.3], [0.6, -2.4, 1.7], [2.4, 1.0, 4.6], [0.3, -2.1, -1.5], [-3.7, 0.2, -1.6], [1.4, 3.8, 0.8], [-1.4, -0.2, -1.5], [0.3, -0.3, -2.2], [1.4, 0.1, -0.5], [0.3, 0.7, 1.1], [1.7, 0.1, 0.7], [-0.2, 0.1, -0.5], [0.2, -0.3, -1.1], [-2.5, 1.9, 0.1], [-0.3, 0.0, 0.4], [-1.1, -2.3, 0.4], [-0.3, 1.0, 0.3], [0.8, -1.4, -0.9]], "lowdin_charge": [0.813, -0.138, -0.025, -0.235, -0.824, -0.098, -0.210, 0.046, 0.063, 0.090, 0.078, 0.055, 0.076, 0.030, 0.070, 0.029, 0.079, 0.101]}

=====

{"formula": "C6H11IN", "method": "the ωB97M-V functional and the def2-TZVPD basis", "spin_multiplicity": 3, "gap_ev": [6.4, 6.6], "e_tot_ha": -587.1768, "total_charge": 1, "symbols": ["I", "N", "C", "C", "C", "C", "C", "C", "H", "H", "H", "H", "H", "H", "H", "H", "H", "H", "H"], "coordinates": [[-2.606, 1.694, 0.517], [0.277, -1.268, -0.520], [1.513, 0.817, 0.538], [0.095, 0.991, -1.640], [-0.950, -1.323, 0.185], [0.316, 0.341, -0.306], [-1.067, 0.169, 0.540], [-0.908, -0.849, 1.631], [-1.801, -1.795, -0.252], [0.149, -0.729, 2.056], [1.016, -1.561, 0.151], [0.342, -1.657, -1.437], [-1.627, -1.229, 2.237], [1.161, 1.538, 1.229], [0.035, 2.032, -1.558], [0.943, 0.728, -2.353], [-0.921, 0.631, -2.101], [2.166, 1.429, -0.125], [1.865, 0.039, 1.206]], "atomic_forces_ev_per_a": [[-2.7, 2.5, 0.0], [2.7, 1.7, 2.2], [-0.6, 0.3, -1.9], [-0.7, -2.5, -1.7], [-2.8, 0.7, 1.5], [-1.3, -0.3, 1.6], [2.9, -2.3, -1.4], [5.1, 0.8, -2.6], [-0.2, -0.8, 0.0], [-1.7, -0.9, -0.1], [-0.2, -0.7, -1.3], [0.2, -0.3, -0.8], [-2.3, -0.5, 1.8], [-0.8, 0.9, 0.7], [0.0, 1.6, 0.2], [-1.0, 0.4, 0.8], [1.9, 0.6, 0.7], [0.5, -1.2, 0.7], [1.0, -0.1, -0.5]], "lowdin_charge": [1.000, 0.168, 0.005, -0.056, -0.230, -0.418, -0.741, -0.046, 0.148, 0.136, 0.183, 0.176, 0.081, 0.085, 0.062, 0.123, 0.129, 0.114, 0.083]}